The following is a DFT calculation (wB97M-V/def2-TZVPD) of C49H81As4N5O2SSiV as an isolated structure in a non-equilibrium geometry.

The geometry in XYZ format:
```
144
Properties=species:S:1:pos:R:3:forces:R:3
V -0.10326 -0.62430 0.49903 1.7645 0.7505 1.1408
C -2.46838 0.64735 -4.13419 0.0220 0.0271 0.0097
As -1.10971 0.75735 -2.67918 -0.0868 0.0878 -0.0045
C 0.21406 -0.29694 -3.66073 -0.0588 -0.0856 0.0526
C -0.34044 2.52305 -3.12509 0.0481 0.0055 0.1608
C -1.01017 3.80911 -2.60916 -0.0134 -0.1042 -0.0031
C -2.51011 3.77780 -2.92734 -0.0095 0.0155 -0.0349
C -0.80254 4.06169 -1.10390 0.0437 -0.1476 0.0456
As -1.86607 3.00974 0.19426 0.0084 0.0824 0.0041
C -3.50287 4.13471 0.23231 -0.0239 -0.0282 -0.0424
C -1.09235 3.88349 1.79533 -0.0139 -0.0399 0.0347
C -0.42496 5.00564 -3.38490 -0.0793 0.0867 -0.0774
As 1.48749 5.49944 -3.45627 0.0919 0.0136 -0.0034
C 2.20850 4.02382 -4.53603 -0.0612 -0.0581 -0.0170
C 2.23567 4.96150 -1.72953 -0.0343 0.1318 -0.1039
H -2.12468 1.14980 -5.04252 0.0050 -0.0137 0.0016
H -3.42278 1.07599 -3.82677 0.0113 0.0149 -0.0064
H -2.62271 -0.41015 -4.35656 -0.0095 -0.0146 0.0033
H 0.38924 0.13913 -4.64800 -0.0041 0.0039 -0.0028
H -0.18017 -1.30795 -3.76868 -0.0043 -0.0219 -0.0355
H 1.14270 -0.32553 -3.09355 -0.1079 0.0032 -0.0608
H -0.29939 2.57612 -4.22010 0.0170 -0.0563 0.0265
H 0.68260 2.43878 -2.74698 -0.1577 0.0271 -0.0008
H -3.00433 2.94832 -2.41511 0.0123 0.0013 0.0047
H -2.67451 3.64800 -4.00072 0.0068 0.0034 0.0052
H -2.99495 4.70605 -2.61302 -0.0066 0.0205 -0.0039
H -0.99123 5.12082 -0.88619 0.0121 -0.0355 0.0160
H 0.23257 3.84538 -0.82986 -0.1841 0.0131 -0.0388
H -3.26239 5.19276 0.09918 0.0063 -0.0205 0.0081
H -3.97058 3.99692 1.20897 -0.0026 -0.0046 0.0007
H -4.21355 3.82548 -0.53364 0.0076 0.0167 -0.0052
H -1.71905 4.72447 2.09871 0.0117 -0.0236 0.0033
H -0.09081 4.25493 1.58983 0.1008 -0.0256 -0.0312
H -1.03067 3.16302 2.61237 0.0173 0.0144 -0.0142
H -0.92935 5.91993 -3.05240 -0.0078 -0.0105 0.0098
H -0.67796 4.89577 -4.44813 -0.0185 0.0049 0.0305
H 1.67584 3.98328 -5.48701 -0.0088 0.0253 -0.0276
H 2.12599 3.06058 -4.03409 -0.0017 0.2000 -0.1705
H 3.25932 4.23544 -4.73822 0.0077 -0.0194 0.0025
H 1.80267 5.56286 -0.93136 0.0062 0.0420 0.0088
H 3.30578 5.17566 -1.77220 -0.0079 -0.0371 0.0237
H 2.10545 3.90626 -1.48983 0.1479 0.0576 -0.0139
C 0.84263 -6.86105 0.32591 -0.0507 -0.0118 -0.0083
Si 0.17083 -6.34833 -1.34986 0.0877 0.0031 -0.0307
C -1.15189 -7.65519 -1.74997 0.0188 0.0168 -0.0013
C 1.46295 -6.53250 -2.70566 -0.0335 -0.0165 0.0151
C -0.71915 -4.70309 -1.34679 -0.2244 -0.0500 -0.0401
C -2.06629 -4.59558 -1.61787 0.1254 -0.0790 0.0200
C -2.68693 -3.34411 -1.62674 0.0262 0.1796 0.0045
C -1.91383 -2.25672 -1.28953 -0.1567 -0.0284 -0.0178
N -0.60786 -2.31026 -0.98657 -0.0375 0.3434 0.5105
C 0.02912 -3.51295 -1.07201 0.4226 -0.0427 -0.0441
S 1.72132 -3.63185 -0.89035 -0.1986 -0.0480 0.0784
H 1.37615 -7.81188 0.23349 0.0060 -0.0134 0.0100
H 0.02327 -7.00179 1.03533 -0.0114 -0.0019 0.0256
H 1.52345 -6.11028 0.72041 0.0298 0.0376 -0.0044
H -0.70123 -8.65115 -1.71692 0.0113 -0.0099 -0.0004
H -1.57616 -7.51815 -2.74776 -0.0071 0.0090 -0.0247
H -1.97254 -7.64025 -1.02905 -0.0221 -0.0024 0.0226
H 1.45190 -7.54893 -3.11141 0.0085 -0.0196 -0.0135
H 2.45804 -6.30100 -2.33053 0.0007 0.0086 0.0171
H 1.25581 -5.83135 -3.51609 -0.0043 0.0055 -0.0197
H -2.65050 -5.48481 -1.83230 -0.0026 -0.0074 -0.0056
H -3.73780 -3.21751 -1.85150 0.0108 0.0020 -0.0059
H -2.34883 -1.26597 -1.24702 -0.0212 -0.0533 0.0199
C 3.62854 1.60862 -2.62436 0.0549 -0.0082 0.1460
O 2.47480 0.97338 -2.12425 0.1406 0.0882 0.1033
C 2.21428 0.95949 -0.67834 0.5961 -0.5847 0.0081
O 0.88816 0.95787 -0.53368 -1.1230 -0.4108 0.3346
N 2.82386 2.20459 -0.14070 0.0036 -0.1565 -0.0367
N 2.19424 2.70446 1.04576 -0.0827 0.0363 0.0614
H 3.71188 1.30805 -3.67293 0.0024 0.0161 -0.0129
H 4.54154 1.30679 -2.11006 0.0401 -0.0909 0.0820
H 3.55321 2.69944 -2.57404 0.0792 -0.0919 0.0354
H 3.79261 2.03026 0.11041 -0.0059 -0.1216 -0.0388
H 1.21110 2.67545 0.80356 -0.2033 0.0560 0.0392
H 2.27660 1.99201 1.77486 0.0786 -0.0377 -0.0263
C -3.17658 -1.99787 2.55512 0.0643 -0.0571 0.0363
C -2.84232 -0.61826 1.97325 -0.3772 0.0958 0.2038
C -3.91408 -0.26350 0.92979 0.0716 -0.0562 -0.1185
C -2.90201 0.42584 3.09797 0.0634 0.0256 -0.0046
N -1.52068 -0.63444 1.41052 0.6558 -0.1648 -0.6803
H -4.20172 -2.02174 2.94274 0.0219 0.0363 -0.0303
H -2.49188 -2.24527 3.36736 -0.1291 0.0416 -0.0925
H -3.07760 -2.75934 1.77707 -0.0040 -0.0017 -0.0005
H -4.90008 -0.19500 1.40317 0.0697 0.0068 0.0256
H -3.96918 -1.03286 0.15719 0.0104 -0.0005 0.0244
H -3.68231 0.68793 0.45298 0.0291 0.0511 -0.0362
H -3.90129 0.47426 3.54634 0.0330 -0.0504 -0.0530
H -2.64414 1.40980 2.70176 -0.0096 0.0116 -0.0002
H -2.18234 0.17263 3.87675 -0.0510 0.0061 -0.0553
C -2.53888 -4.68909 6.42187 -0.0111 -0.0102 0.0064
C -1.67492 -3.67285 5.72410 -0.0163 -0.0246 0.0136
C -1.54832 -2.38049 6.20633 -0.0205 0.0157 0.0110
C -0.77780 -1.42906 5.54697 -0.0372 0.0875 0.0865
C -0.69422 -0.05721 6.17073 -0.0477 -0.0004 0.1318
C -0.10208 -1.75161 4.35550 0.1499 -0.1375 -0.1360
As 0.80183 -0.14364 3.58491 0.0613 0.0588 -0.1596
N 1.46248 -0.56359 1.90489 -2.6945 -0.5788 -0.7096
C 2.71667 -0.32632 1.44435 1.5086 0.1069 -0.4682
C 3.85996 0.02092 2.16817 -0.2208 -0.1480 -0.4532
C 5.13335 0.04213 1.58612 0.2948 0.2455 0.2197
C 5.30682 -0.41398 0.25381 -0.2773 0.0502 0.2257
C 4.22679 -0.68742 -0.51955 -0.0266 0.0400 -0.0576
C 2.83675 -0.36388 -0.07009 -0.0120 0.5531 -0.0080
C 2.29034 -0.12509 4.94045 0.0461 -0.0430 -0.0305
C 3.08864 -1.21854 5.30096 0.0121 0.0359 -0.0577
C 3.03907 -2.52266 4.55740 -0.0511 -0.0396 0.0041
C 4.01556 -1.08504 6.33294 -0.0164 0.0071 0.0235
C 4.18508 0.10712 7.01793 -0.0166 -0.0031 -0.0011
C 5.19660 0.23644 8.12605 0.0117 0.0012 -0.0003
C 3.41426 1.19479 6.63101 -0.0233 -0.0248 -0.0168
C 2.48069 1.10065 5.60273 0.0559 0.0052 -0.0084
C 1.73505 2.35586 5.21558 0.0013 0.0262 -0.0293
C -0.22543 -3.06168 3.85778 0.0188 0.0254 0.2471
C 0.41280 -3.59504 2.61048 0.0403 0.0038 -0.0666
C -1.00037 -3.98676 4.55910 0.0621 0.0007 0.0312
H -2.75666 -4.38459 7.44685 0.0014 0.0024 -0.0021
H -2.05365 -5.66630 6.45260 0.0035 -0.0026 -0.0034
H -3.49200 -4.81470 5.90197 -0.0045 0.0027 -0.0002
H -2.06105 -2.09744 7.12116 -0.0005 0.0049 0.0054
H -1.37102 0.00660 7.02380 -0.0179 -0.0066 0.0183
H -0.96683 0.72827 5.46140 0.0119 -0.0349 0.0500
H 0.31726 0.16286 6.52291 -0.1051 -0.0390 0.0002
H 3.78704 0.23882 3.21973 -0.0120 0.0055 0.1749
H 5.99264 0.30118 2.19319 0.0067 -0.0210 0.0317
H 6.30904 -0.59286 -0.12566 0.0255 -0.0210 -0.0064
H 4.33574 -1.11660 -1.50788 0.0159 -0.0289 -0.0456
H 2.18558 -1.15608 -0.46426 -0.3623 -0.1330 -0.0516
H 2.94112 -2.35490 3.48529 0.0066 0.0273 -0.0692
H 2.19178 -3.13197 4.87771 -0.0063 0.0052 0.0176
H 3.95531 -3.08942 4.73052 -0.0138 -0.0001 -0.0136
H 4.63564 -1.93910 6.58982 0.0026 0.0024 0.0009
H 5.68032 -0.71963 8.32834 0.0016 -0.0021 -0.0040
H 4.72852 0.58018 9.05125 -0.0059 0.0027 0.0048
H 5.97477 0.95814 7.86693 -0.0006 -0.0008 -0.0044
H 3.55038 2.14967 7.13090 0.0045 0.0053 0.0029
H 2.04771 3.18480 5.85262 -0.0020 0.0086 0.0032
H 0.65398 2.23825 5.30451 0.0408 0.0196 0.0028
H 1.93536 2.63572 4.17892 0.0099 -0.0118 0.0042
H 1.08983 -2.90495 2.13616 0.1955 0.2033 -0.1399
H -0.36064 -3.84540 1.88133 -0.0275 0.0033 -0.0856
H 0.95720 -4.51635 2.83506 -0.0102 0.0010 -0.0079
H -1.07779 -4.99170 4.15202 -0.0020 -0.0081 0.0030
```
Positions in Å, forces in eV/Å.

## Properties
charge = -2
LUMO level (alpha / beta) = 4.0 / 4.0 eV
spin multiplicity = 2
strongest force on any atom = 2.85 eV Å⁻¹
HOMO-LUMO gap (alpha / beta) = 3.52 / 3.45 eV